Here is a cluster of 4 separate species, C33H62F3N2O14P3 in total from OMol25. Energies are from the ωB97M-V functional and the def2-TZVPD basis.

The geometry in XYZ format:
```
117
Properties=species:S:1:pos:R:3:forces:R:3
C -7.61537 -4.30491 -0.52844 0.464 0.458 -0.150
C -6.10450 -4.21607 -0.81796 -0.469 0.325 1.113
C -5.59964 -2.77179 -0.49046 0.069 -0.960 -0.972
C -5.02225 -2.19612 -1.77744 -0.022 -0.164 -0.440
O -4.75892 -0.77351 -1.75010 -0.111 -0.307 0.729
C -3.95950 -0.46971 -0.68133 -0.167 -0.151 -0.979
N -2.77354 -0.98123 -0.64591 -0.455 0.648 0.935
C -2.09574 -0.62612 0.49357 1.030 -0.262 0.164
C -0.79695 -1.12744 0.69714 0.623 -0.353 -0.256
C -0.04407 -0.85618 1.81356 -0.562 0.212 -0.400
C -0.57454 -0.00144 2.80619 0.047 -0.386 -0.555
C -1.84015 0.50466 2.62544 0.352 0.189 0.746
C -2.62081 0.20309 1.49417 -0.209 0.091 0.107
N -3.89039 0.71511 1.39828 0.252 -0.327 -0.314
C -4.53833 0.38868 0.32203 -0.256 0.408 0.209
C -5.94168 0.90852 0.09414 0.372 -0.445 0.113
C -6.40116 1.94953 1.11391 -0.572 -0.087 -0.798
O -5.53272 3.02905 1.28698 0.137 -0.022 0.223
C -7.76571 2.52654 0.65163 0.540 0.241 -0.455
F -8.79107 1.72455 0.96367 -0.061 -0.038 0.179
F -7.96599 3.73933 1.16535 -0.390 -0.170 0.389
F -7.80481 2.70105 -0.69210 -0.012 -0.100 -0.037
H -7.97922 -5.32385 -0.41132 -0.068 0.008 -0.300
H -7.80426 -3.77645 0.40900 -0.086 -0.160 0.046
H -8.15282 -3.75233 -1.30269 -0.250 -0.272 0.013
H -5.85290 -4.50206 -1.83946 -0.040 -0.094 0.027
H -5.61795 -4.90027 -0.12025 0.204 -0.122 -0.307
H -4.85860 -2.89198 0.29941 -0.019 0.584 0.080
H -6.45569 -2.17120 -0.18469 0.164 0.106 0.250
H -4.11853 -2.72745 -2.08604 0.076 0.064 0.188
H -5.75067 -2.35673 -2.57458 -0.018 0.310 0.003
H -0.37253 -1.77908 -0.05873 -0.164 0.024 -0.091
H 0.93302 -1.31802 1.86669 0.044 0.154 0.302
H 0.02352 0.22115 3.67961 -0.184 0.121 0.080
H -2.25782 1.14144 3.39647 -0.181 0.031 -0.164
H -6.00311 1.25424 -0.93896 -0.115 0.156 0.091
H -6.60682 0.04165 0.16213 -0.139 0.127 -0.140
H -6.60941 1.42526 2.04909 0.350 0.405 0.279
H -5.02246 3.16731 0.48319 0.016 -0.041 -0.028
C 3.40733 -6.21993 4.70555 -0.076 -0.169 -0.133
C 2.32060 -5.23081 4.33032 0.339 0.341 0.269
O 1.51719 -5.70349 3.25206 -0.220 -0.985 0.526
P 0.10497 -6.49120 3.51470 0.127 4.653 -4.230
O -0.50330 -5.83446 4.69605 0.352 -2.676 1.226
O -0.80719 -5.93741 2.29014 -0.020 -0.560 0.154
C -2.02368 -5.23240 2.52723 -0.148 0.306 0.109
C -1.78094 -3.73740 2.55520 0.020 -0.016 -0.078
O 0.45410 -7.78053 2.60095 -0.490 -0.791 2.205
C 1.47131 -8.70663 2.98873 0.425 -0.444 0.024
C 1.20044 -9.34922 4.33373 -0.176 0.076 0.001
H 2.97513 -7.15212 5.07682 0.017 0.035 0.071
H 4.04812 -5.80890 5.48635 -0.030 0.030 0.002
H 4.02742 -6.46280 3.84141 0.018 0.050 0.002
H 1.71533 -4.98869 5.20509 -0.190 -0.059 -0.112
H 2.78171 -4.30168 3.99004 -0.077 -0.016 -0.101
H -2.50250 -5.57488 3.44392 0.145 0.006 0.079
H -2.69911 -5.47992 1.70519 0.137 -0.089 -0.070
H -0.97815 -3.47055 3.24260 -0.077 -0.102 0.144
H -2.68680 -3.20363 2.85236 0.009 0.012 -0.016
H -1.48074 -3.38801 1.57000 -0.055 -0.048 -0.034
H 2.44703 -8.21770 2.96207 -0.084 0.184 0.084
H 1.49283 -9.47714 2.21793 -0.155 0.117 -0.088
H 1.07741 -8.59633 5.11945 0.090 -0.027 0.003
H 2.02191 -10.00919 4.61256 0.013 0.025 0.013
H 0.28177 -9.93567 4.29773 0.008 0.000 0.001
C -2.68454 3.06778 -1.72722 0.122 0.019 0.138
C -2.16396 4.03183 -2.78076 -0.448 -0.026 -0.187
O -1.06624 4.80617 -2.30552 0.476 -1.004 0.351
P 0.49730 4.35979 -2.57848 -2.693 6.588 -1.139
O 0.44807 3.81637 -3.96143 1.122 -2.718 1.383
O 1.21110 5.80180 -2.81356 0.461 -0.552 0.334
C 1.87826 6.11423 -4.03603 -0.025 0.139 -0.317
C 0.94469 6.82152 -4.99669 -0.148 0.140 0.048
O 0.90790 4.49200 -1.01110 0.836 -2.378 -0.769
C 0.37194 3.57840 -0.05554 -0.265 -0.337 0.716
C 0.71757 2.13957 -0.36536 0.173 -0.087 -0.300
H -1.92660 2.32555 -1.46386 -0.061 -0.055 -0.034
H -3.56473 2.53651 -2.09646 0.025 0.009 -0.063
H -2.95667 3.60149 -0.81302 -0.002 0.037 -0.020
H -1.90698 3.48748 -3.69028 0.188 0.069 0.008
H -2.95308 4.73981 -3.04043 0.081 0.078 0.017
H 2.30718 5.21957 -4.48708 -0.144 -0.066 0.007
H 2.71113 6.77292 -3.78184 -0.052 -0.015 0.163
H 0.01600 6.26780 -5.13204 0.095 -0.161 -0.042
H 1.41939 6.95392 -5.96998 0.016 0.004 0.015
H 0.67516 7.80386 -4.60556 0.044 0.012 -0.012
H -0.70564 3.72554 0.03185 -0.015 0.030 -0.197
H 0.79596 3.85331 0.91087 0.117 0.163 -0.122
H 0.38738 1.86307 -1.37524 -0.051 -0.008 0.039
H 0.25685 1.43796 0.32959 -0.074 0.121 0.064
H 1.79803 1.98862 -0.32909 -0.025 0.021 0.031
C 5.04947 5.37175 -0.37705 -0.057 -0.222 -0.071
C 6.50421 4.95302 -0.48415 0.033 0.512 0.240
O 6.64526 3.53936 -0.61241 -0.717 -0.033 -0.882
P 6.78141 2.82038 -2.07669 4.053 -1.609 4.541
O 7.58608 3.74944 -2.90498 -2.482 0.146 -1.620
O 7.83292 1.62393 -1.75974 -0.465 -0.076 -0.341
C 9.08364 1.53179 -2.43970 0.319 0.085 0.004
C 10.17955 2.22112 -1.65266 0.023 -0.005 0.206
O 5.58276 1.75395 -1.85157 -0.489 1.243 -1.966
C 4.22801 2.19434 -1.76512 -0.601 0.055 0.105
C 3.76764 2.93075 -3.00533 0.217 -0.065 -0.045
H 4.50195 5.12683 -1.29039 -0.006 0.090 -0.003
H 4.96974 6.44695 -0.21398 0.035 0.001 -0.009
H 4.55678 4.85933 0.45095 0.025 0.031 0.031
H 6.98666 5.48033 -1.30824 0.068 -0.202 -0.093
H 7.02908 5.23530 0.43022 0.045 -0.128 -0.003
H 9.00919 1.93230 -3.44977 -0.070 0.138 0.058
H 9.31345 0.46898 -2.53512 -0.144 -0.030 0.087
H 9.89889 3.23947 -1.38470 -0.044 0.044 -0.183
H 11.10687 2.25230 -2.22671 -0.006 -0.016 -0.002
H 10.36702 1.68696 -0.71960 0.022 -0.028 -0.027
H 4.09226 2.79707 -0.86396 0.181 0.105 -0.032
H 3.62119 1.29776 -1.63051 0.204 -0.108 -0.033
H 4.41349 3.78728 -3.22646 -0.073 0.049 0.067
H 2.74837 3.29379 -2.87366 0.156 -0.059 -0.077
H 3.79051 2.27210 -3.87378 -0.060 0.008 0.000
```
Positions in Å, forces in eV/Å.

Its SMILES is CCCCOc1nc2ccccc2nc1C[C@@H](O)C(F)(F)F.CCOP(=O)(OCC)OCC.CCOP(=O)(OCC)OCC.CCOP(=O)(OCC)OCC. The calculated total energy comes out at -3781.337528 hartree. The calculation puts the HOMO energy at -9.36 eV. The calculation puts the HOMO-LUMO gap at 9.0 eV.

Results of the Löwdin charge analysis, in e, for atoms 1 through 8:
1 C -0.108
2 C -0.238
3 C -0.174
4 C -0.177
5 O -0.038
6 C -0.314
7 N 0.244
8 C -0.215



Here is a cluster of 4 separate species, C33H62I2N4O9P in total from OMol25. Energies are from the ωB97M-V functional and the def2-TZVPD basis.

The geometry in XYZ format:
```
111
Properties=species:S:1:pos:R:3:forces:R:3
C -5.44762 3.79840 0.80424 -0.201 0.518 -0.157
C -3.90709 3.99751 0.47348 -0.819 0.761 0.072
C -3.50566 3.48521 -0.93384 0.788 -1.076 -1.427
C -2.53235 2.33883 -1.03871 -0.805 0.990 -2.882
C -1.85030 1.64220 0.16331 0.196 -0.348 0.214
C -2.49449 0.26755 0.60428 -0.550 -0.393 0.583
C -4.07054 0.28323 0.82233 0.965 -0.124 0.168
C -4.34819 -0.23873 2.28166 0.169 -0.329 -0.218
N -5.71694 0.03697 2.79950 0.412 -0.059 0.372
C -5.70314 1.01418 3.88617 -0.485 1.395 0.914
C -6.64096 2.26844 3.72880 -0.123 -1.493 -0.598
O -5.04024 0.92899 4.89749 -0.261 -0.437 -1.274
C -2.20749 1.87736 -2.42535 -1.175 1.075 1.257
C -1.22350 0.67362 -2.52241 -0.248 1.024 -1.212
C 0.29461 1.02580 -2.34671 1.369 -0.908 1.470
O 1.01391 0.10727 -1.97348 -1.231 0.643 -0.923
N 0.88660 2.32366 -2.53860 0.133 -0.526 0.249
C 2.35508 2.17463 -2.76599 0.592 -0.191 -0.286
C 0.69986 3.22593 -1.37255 -0.022 0.844 -0.632
C -2.82321 2.50616 -3.62930 0.825 -0.323 1.057
C -2.52504 2.04406 -5.10339 -0.454 -0.169 0.025
I -0.37574 2.13384 -5.54743 -0.716 1.195 0.124
C -3.17958 0.61063 -5.44904 -0.536 0.146 0.290
C -4.00212 -0.03633 -4.27541 -0.506 -0.672 -0.834
I -1.72265 -0.80039 -6.29462 -1.210 -0.332 0.295
N -3.70757 3.56756 -3.43802 1.523 -1.623 2.783
O -4.29741 4.15413 -4.52910 -1.806 -1.080 -1.262
C -5.43750 3.44859 -4.87264 0.285 1.073 1.091
N -6.50499 3.00427 -4.95306 1.322 0.121 -0.357
C -4.04339 4.08104 -2.16927 0.165 -1.391 1.823
P -5.21048 5.55603 -2.18111 -1.190 4.161 -2.458
O -4.77099 6.60145 -3.17854 0.113 -2.121 1.608
O -5.30056 6.32570 -0.72257 0.118 -1.642 -1.159
O -6.73174 5.05318 -2.64077 2.364 -0.266 1.805
H -5.70200 2.75822 1.10988 0.323 0.744 -0.428
H -6.08931 4.08953 -0.06993 0.505 -0.463 0.804
H -5.77716 4.46593 1.64810 0.576 -0.572 -0.826
H -3.34472 3.53787 1.31723 -0.124 0.115 -1.068
H -3.66543 5.09635 0.50773 -0.310 -1.102 0.016
H -0.77146 1.41760 -0.07108 -1.146 0.330 0.001
H -1.80325 2.28158 1.08749 -0.266 -0.354 -1.155
H -2.25531 -0.59339 -0.06465 0.089 0.885 0.373
H -2.03016 0.01722 1.60169 -0.188 0.259 -1.100
H -4.43098 1.31883 0.61560 -0.060 -0.942 0.398
H -4.52473 -0.42733 0.08951 0.073 0.786 0.544
H -3.59604 0.17121 3.00387 -0.456 -0.333 -0.642
H -4.21075 -1.35575 2.24375 0.033 1.089 0.134
H -6.06107 -0.83271 3.22041 0.014 0.389 -0.191
H -7.17791 2.18055 2.75087 0.536 0.409 0.806
H -6.01028 3.18179 3.81256 -0.709 -0.608 0.079
H -7.41869 2.18316 4.52825 0.824 0.395 -0.467
H -1.44621 -0.15659 -1.81064 0.091 0.981 -0.502
H -1.33754 0.24120 -3.55202 0.400 0.254 0.925
H 2.87459 1.97376 -1.78592 -0.307 0.056 -1.070
H 2.57326 1.34641 -3.49325 -0.343 0.663 0.905
H 2.78708 3.09980 -3.23664 -0.716 -0.617 0.651
H 0.90547 2.70338 -0.40463 -0.224 0.514 -0.618
H -0.30917 3.69989 -1.43995 0.722 -0.455 0.467
H 1.44204 4.06116 -1.50254 -0.746 -0.829 0.250
H -2.95583 2.75789 -5.85443 0.512 -0.519 1.075
H -3.90928 0.76205 -6.29033 0.909 -0.003 0.771
H -4.76115 0.68157 -3.84971 0.920 -0.558 -0.275
H -3.38592 -0.53542 -3.49122 -0.465 0.666 -0.522
H -4.62134 -0.85433 -4.74214 0.643 0.753 0.494
H -4.77966 7.15042 -0.79541 -0.255 -0.326 -0.238
H -7.33150 5.82070 -2.66338 0.230 -0.100 -0.042
C 2.23271 -2.06917 4.62317 -0.202 -0.123 0.058
C 1.45120 -0.76889 4.55353 0.190 -0.110 0.051
O 0.20036 -0.89262 3.89088 -0.174 0.172 -0.278
C -0.73569 -1.78313 4.47848 -0.026 0.010 0.141
C -1.14347 -1.39201 5.88844 0.179 0.043 0.093
H 2.33889 -2.50880 3.62978 0.095 0.070 0.021
H 3.22537 -1.89471 5.04043 -0.019 -0.020 -0.054
H 1.73034 -2.80563 5.25413 0.079 0.030 0.049
H 2.02925 -0.04282 3.97840 -0.185 0.026 -0.080
H 1.31322 -0.33848 5.55093 -0.010 -0.050 0.029
H -0.35631 -2.80969 4.44964 0.018 -0.005 0.059
H -1.62140 -1.76052 3.83825 0.116 0.080 -0.115
H -0.30759 -1.47684 6.58549 -0.055 -0.062 0.007
H -1.94312 -2.04202 6.24706 0.009 0.029 -0.028
H -1.48963 -0.35662 5.91578 -0.064 -0.058 -0.036
C 6.25560 -1.70618 1.74874 0.082 -0.185 -0.225
C 6.30659 -2.32841 3.13307 -0.022 0.081 -0.085
O 5.47969 -3.47195 3.26724 -0.202 -0.006 0.171
C 5.78445 -4.57133 2.42204 0.064 -0.091 -0.045
C 7.17570 -5.13971 2.64141 0.145 0.194 0.003
H 5.22298 -1.50289 1.45532 0.008 0.045 0.083
H 6.81994 -0.77191 1.72934 -0.024 -0.018 0.030
H 6.68446 -2.37036 0.99428 0.047 0.064 -0.002
H 5.94018 -1.60005 3.85964 -0.087 -0.170 0.077
H 7.33636 -2.56508 3.42057 0.034 0.008 -0.073
H 5.63345 -4.29862 1.37188 0.107 0.009 -0.034
H 5.04863 -5.34461 2.65210 -0.073 0.163 0.107
H 7.95062 -4.42846 2.34773 -0.004 -0.063 -0.065
H 7.31362 -6.04568 2.04872 -0.031 0.018 0.021
H 7.33173 -5.37860 3.69546 -0.060 -0.051 -0.042
C 8.75500 -5.18118 -2.87445 -0.135 0.114 -0.165
C 7.83927 -5.17999 -1.66230 0.125 -0.060 -0.066
O 7.28834 -3.90542 -1.36895 -0.008 0.134 0.245
C 6.46910 -3.32728 -2.37115 -0.092 -0.020 -0.023
C 5.23660 -4.15287 -2.69943 0.075 -0.212 -0.034
H 9.52638 -4.41520 -2.77431 0.007 -0.067 0.062
H 9.23451 -6.15476 -2.98747 -0.011 0.033 0.028
H 8.20404 -4.97192 -3.79400 0.029 -0.084 -0.003
H 8.41995 -5.46914 -0.78434 -0.111 0.156 0.072
H 7.04310 -5.92447 -1.76976 -0.002 -0.009 -0.071
H 7.05646 -3.12259 -3.27248 -0.026 -0.053 -0.050
H 6.14944 -2.35853 -1.98128 0.144 -0.048 0.130
H 5.50265 -5.10262 -3.16801 -0.040 0.047 -0.049
H 4.58905 -3.61059 -3.39068 0.018 0.007 0.033
H 4.67381 -4.38113 -1.79174 0.003 0.081 -0.020
```
Positions in Å, forces in eV/Å.

The calculated total energy comes out at -3127.079452 hartree. The calculation puts the HOMO energy at -10.74 eV. The calculation puts the HOMO-LUMO gap at 5.8 eV. The charge is +1. The calculation puts the relative energy (zero: lowest compared OMol25 entry of this formula, charge and spin) at 75.26 kcal/mol.

Results of the Löwdin charge analysis, in e, for atoms 1 through 8:
1 C -0.082
2 C -0.176
3 C -0.055
4 C -0.026
5 C -0.122
6 C -0.154
7 C -0.147
8 C -0.204



no.,lowest unoccupied orbital energy (eV),largest force on an atom (eV Å⁻¹)
1,-0.385,7.208
2,-4.952,4.977